Computed, not measured: a 6-piece molecular cluster, C26H38N5OPSSi overall, with wB97M-V/def2-TZVPD.

Each line ends with the Mulliken charge.
Positions of all 73 atoms, in Å:
C1 -0.050 -4.389 2.347  -0.616
C2 -0.926 -3.436 2.936  0.106
C3 -1.789 -2.243 3.727  -0.498
Si1 -2.356 -0.865 2.508  0.589
O1 -4.087 -0.784 2.220  -0.266
C4 -4.682 -2.106 1.977  -0.294
C5 -6.295 -1.955 2.397  -0.515
C6 -6.302 -1.918 4.058  -0.704
P1 -1.809 1.110 3.412  0.065
S1 -3.261 1.475 4.712  -0.385
H1 0.814 -5.045 1.865  0.283
H2 -2.650 -2.688 4.399  0.393
H3 -1.018 -1.733 4.481  0.398
H4 -1.699 -0.903 1.196  -0.236
H5 -4.239 -2.980 2.616  0.237
H6 -4.665 -2.333 0.811  0.231
H7 -6.966 -2.799 1.942  0.311
H8 -6.592 -0.861 2.024  0.262
H9 -6.145 -3.042 4.424  0.232
H10 -7.264 -1.417 4.503  0.295
H11 -5.374 -1.279 4.447  0.116
H12 -1.886 2.058 2.322  0.070
H13 -0.533 1.086 4.082  0.134
N1 -0.580 -3.978 -0.792  0.262
C7 -0.002 -2.835 -1.278  -0.540
C8 0.233 -3.016 -2.623  -0.127
C9 -0.226 -4.311 -2.961  -0.729
C10 -0.726 -4.882 -1.812  -0.645
H14 -0.858 -4.130 0.169  0.055
H15 0.195 -1.993 -0.628  0.426
H16 0.685 -2.292 -3.289  0.459
H17 -0.195 -4.778 -3.937  0.397
H18 -1.170 -5.852 -1.633  0.390
N2 0.243 0.698 -2.644  0.138
C11 1.552 1.092 -2.530  -0.696
C12 1.622 2.431 -2.841  -0.307
C13 0.309 2.863 -3.148  -0.149
C14 -0.522 1.773 -3.015  -0.890
H19 -0.103 -0.238 -2.479  0.191
H20 2.318 0.386 -2.239  0.418
H21 2.522 3.033 -2.845  0.411
H22 0.004 3.861 -3.434  0.468
H23 -1.590 1.671 -3.155  0.399
N3 2.556 5.432 -4.475  0.111
C15 2.738 6.109 -5.653  -0.557
C16 3.339 7.313 -5.364  -0.397
C17 3.533 7.362 -3.962  -0.586
C18 3.043 6.186 -3.439  -0.245
H24 2.131 4.519 -4.384  0.184
H25 2.422 5.678 -6.593  0.353
H26 3.611 8.074 -6.084  0.385
H27 3.983 8.167 -3.396  0.379
H28 2.999 5.823 -2.421  0.367
N4 0.156 3.898 2.657  0.108
C19 0.338 4.575 1.479  -0.487
C20 0.939 5.779 1.769  -0.471
C21 1.133 5.828 3.170  -0.606
C22 0.643 4.652 3.693  -0.266
H29 -0.269 2.985 2.748  0.081
H30 0.022 4.144 0.539  0.405
H31 1.211 6.540 1.048  0.398
H32 1.583 6.633 3.736  0.378
H33 0.599 4.289 4.711  0.349
N5 3.003 -5.362 -0.807  0.151
C23 4.043 -6.125 -1.270  -0.547
C24 4.972 -6.237 -0.260  -0.409
C25 4.471 -5.521 0.854  -0.840
C26 3.253 -4.994 0.489  -0.333
H34 2.179 -5.111 -1.339  0.233
H35 4.034 -6.521 -2.277  0.364
H36 5.908 -6.777 -0.318  0.378
H37 4.948 -5.403 1.819  0.392
H38 2.545 -4.388 1.039  0.589

As for the SMILES: C#CC[Si@@H](OCCC)[PH2]=S.c1cc[nH]c1.c1cc[nH]c1.c1cc[nH]c1.c1cc[nH]c1.c1cc[nH]c1. For the largest force on an atom, the calculation gives 9.92 eV/A. The charge is 0.

---

Computed, not measured: C26H38NO4S3Sn as an isolated structure, with wB97M-V/def2-TZVPD.

Each line ends with the Mulliken charge.
Positions of all 73 atoms, in Å:
Sn1 0.882 0.031 -0.851  0.553
C1 2.148 -2.919 1.008  -0.188
C2 2.873 -1.672 1.458  -1.083
O1 2.015 -0.766 2.131  0.015
C3 1.790 -1.095 3.492  -0.589
C4 0.449 -0.539 3.922  -0.862
O2 -0.633 -1.066 3.171  -0.220
C5 -0.997 -2.396 3.491  -0.475
C6 -2.001 -2.883 2.467  -0.973
O3 -1.473 -2.914 1.148  -0.382
C7 -0.667 -4.036 0.839  -0.741
C8 0.287 -3.668 -0.279  -0.576
O4 1.163 -2.584 0.037  -0.219
H1 1.676 -3.397 1.871  0.214
H2 2.861 -3.632 0.579  0.422
H3 3.270 -1.140 0.594  0.188
H4 3.718 -1.961 2.093  0.495
H5 2.575 -0.661 4.123  0.422
H6 1.821 -2.179 3.640  0.398
H7 0.433 0.538 3.749  0.244
H8 0.304 -0.716 4.993  0.541
H9 -1.452 -2.438 4.488  0.428
H10 -0.118 -3.050 3.503  0.304
H11 -2.850 -2.198 2.435  0.364
H12 -2.372 -3.870 2.758  0.502
H13 -1.292 -4.868 0.494  0.446
H14 -0.130 -4.382 1.726  0.386
H15 -0.276 -3.347 -1.155  0.071
H16 0.873 -4.553 -0.549  0.502
C9 3.334 3.015 0.369  0.070
C10 2.155 3.559 1.177  -1.016
S1 0.539 2.776 0.915  0.388
C11 -0.355 3.922 -0.155  -0.593
C12 0.194 4.100 -1.560  -0.893
S2 0.353 2.532 -2.467  0.165
C13 1.957 2.739 -3.290  -0.937
C14 3.217 2.508 -2.465  0.018
S3 3.627 3.792 -1.247  -0.181
H17 3.256 1.935 0.245  -0.384
H18 4.244 3.207 0.939  0.513
H19 2.044 4.635 1.037  0.466
H20 2.362 3.399 2.236  0.491
H21 -0.411 4.895 0.336  0.657
H22 -1.367 3.515 -0.184  -0.118
H23 1.173 4.569 -1.536  0.329
H24 -0.488 4.736 -2.125  0.550
H25 1.963 3.731 -3.743  0.444
H26 1.933 2.019 -4.111  0.449
H27 4.062 2.467 -3.154  0.502
H28 3.180 1.550 -1.947  -0.258
N1 -0.968 -0.184 0.469  0.738
C15 -2.088 0.590 0.007  0.587
C16 -2.724 1.445 0.896  -0.688
C17 -3.774 2.243 0.469  -0.617
C18 -4.180 2.185 -0.855  -0.952
C19 -3.558 1.307 -1.729  -0.791
C20 -2.515 0.475 -1.320  0.390
C21 -1.919 -0.502 -2.274  0.633
C22 -2.761 -1.152 -3.176  -0.758
C23 -2.250 -2.023 -4.127  -0.804
C24 -0.886 -2.254 -4.192  -0.672
C25 -0.047 -1.624 -3.281  -1.330
C26 -0.540 -0.761 -2.304  0.704
H29 -1.151 -1.194 0.416  0.084
H30 -0.764 -0.012 1.451  -0.055
H31 -2.386 1.485 1.925  0.399
H32 -4.263 2.910 1.166  0.428
H33 -4.986 2.814 -1.208  0.429
H34 -3.879 1.266 -2.762  0.591
H35 -3.830 -0.984 -3.131  0.534
H36 -2.921 -2.517 -4.818  0.420
H37 -0.479 -2.924 -4.940  0.432
H38 1.021 -1.826 -3.333  0.445

For the largest force on an atom, the calculation gives 0.30 eV/A. The charge is +1.

---

Computed, not measured: a 9-piece molecular cluster, C26H38O25 overall, with wB97M-V/def2-TZVPD.

Each line ends with the Mulliken charge.
Positions of all 89 atoms, in Å:
C1 -4.446 1.515 0.661  0.211
C2 -5.448 2.614 0.877  -0.014
O1 -6.366 2.511 -0.189  -0.368
C3 -5.936 1.437 -1.002  0.509
O2 -6.566 0.975 -1.939  -0.569
O3 -4.925 0.775 -0.462  -0.298
H1 -4.464 0.873 1.541  0.144
H2 -3.424 1.839 0.467  -0.098
H3 -4.927 3.571 0.826  0.216
H4 -5.951 2.233 1.766  0.270
C4 0.884 0.429 0.086  0.596
C5 -0.478 0.260 -0.635  0.052
O4 -1.373 -0.191 0.382  -0.137
C6 -0.897 0.393 1.526  0.572
O5 -1.594 0.578 2.505  -0.623
O6 0.466 0.580 1.375  -0.412
H5 1.489 1.305 -0.146  -0.095
H6 1.621 -0.360 -0.061  -0.055
H7 -0.485 -0.394 -1.507  -0.022
H8 -0.827 1.151 -1.157  0.158
C7 2.398 5.741 -3.416  -0.303
C8 0.953 5.532 -2.964  -0.246
O7 0.990 4.488 -2.134  -0.285
C9 2.254 4.262 -1.776  0.668
O8 2.469 3.551 -0.822  -0.579
O9 3.098 4.923 -2.446  -0.329
H9 2.810 6.748 -3.360  0.239
H10 2.742 5.400 -4.392  0.254
H11 0.272 5.360 -3.798  0.279
H12 0.552 6.444 -2.521  0.272
C10 -3.795 3.516 5.548  -0.334
C11 -3.807 3.045 4.135  0.066
O10 -4.846 2.073 4.205  -0.267
C12 -5.154 1.660 5.466  0.598
O11 -5.834 0.702 5.778  -0.525
O12 -4.480 2.550 6.345  -0.356
H13 -4.326 4.451 5.731  0.247
H14 -2.751 3.495 5.862  0.300
H15 -2.888 2.581 3.779  0.001
H16 -3.911 3.814 3.369  0.291
C13 -0.859 -2.911 2.752  0.610
C14 -1.378 -2.521 4.068  -0.227
O13 -2.729 -2.722 3.960  -0.331
C15 -3.002 -3.158 2.687  0.714
O14 -4.177 -3.434 2.270  -0.630
O15 -1.929 -3.055 1.896  -0.308
H17 -0.074 -3.666 2.797  0.207
H18 -0.284 -2.060 2.386  -0.430
H19 -1.391 -1.446 4.245  0.132
H20 -1.052 -3.153 4.894  0.285
C16 -1.829 -3.585 -6.142  -0.364
C17 -1.475 -2.459 -6.993  -0.267
O16 -0.893 -1.522 -6.118  -0.317
C18 -1.096 -1.915 -4.887  0.663
O17 -0.767 -1.307 -3.853  -0.597
O18 -1.739 -3.047 -4.821  -0.258
H21 -1.190 -4.468 -6.134  0.268
H22 -2.771 -3.997 -6.504  0.280
H23 -2.354 -2.037 -7.481  0.302
H24 -0.650 -2.760 -7.638  0.255
C19 4.174 -3.845 3.411  -0.347
C20 4.320 -2.336 3.566  -0.402
O19 3.567 -1.811 2.460  -0.228
C21 2.743 -2.836 1.999  0.489
O20 1.989 -2.643 0.980  -0.425
O21 3.008 -3.952 2.638  -0.316
H25 4.115 -4.245 4.423  0.316
H26 5.029 -4.281 2.894  0.301
H27 5.321 -1.959 3.358  0.271
H28 3.795 -1.924 4.428  0.285
C22 4.863 0.902 0.001  0.575
C23 5.453 0.282 -1.339  -0.151
O22 6.626 1.138 -1.559  -0.382
C24 6.741 2.062 -0.623  0.688
O23 7.647 2.902 -0.491  -0.623
O24 5.866 1.888 0.307  -0.374
H29 4.685 0.252 0.858  0.044
H30 3.901 1.300 -0.322  -0.240
H31 4.767 0.266 -2.186  0.208
H32 5.871 -0.704 -1.135  0.246
C25 0.867 -3.608 -2.409  -0.738
C26 2.313 -3.098 -2.427  -0.016
O25 2.181 -1.629 -2.483  -0.403
H33 0.743 -3.592 -3.492  0.089
H34 0.207 -3.016 -1.775  0.163
H35 0.679 -4.634 -2.094  0.376
H36 2.821 -3.488 -3.309  0.336
H37 2.698 -3.267 -1.421  0.001
H38 1.553 -1.331 -3.145  0.244

As for the SMILES: O=C1OCCO1.O=C1OCCO1.O=C1OCCO1.O=C1OCCO1.O=C1OCCO1.O=C1OCCO1.O=C1OCCO1.O=C1OCCO1.CCO. For the largest force on an atom, the calculation gives 6.70 eV/A. The charge is 0.

---

LUMO energy across the listed records, respectively: -0.132, -1.989, 0.120 eV.
Total energy across the listed records, respectively: -2391.3126, -2777.8876, -2894.4130 a.u..
HOMO-LUMO gap across the listed records, respectively: 0.29378, 0.31294, 0.37636 Ha.